Entry 1:
ORCA calculation (ωB97M-V with the def2-TZVPD basis set) on 2 unconnected molecules or ions with the total composition C3H11NO2.

CARTESIAN COORDINATES (ANGSTROEM)
O  -0.885  4.032  4.868
O  -0.203  -0.001  -2.973
H  -1.320  4.343  5.664
H  -0.766  -3.110  0.790
C  0.975  -0.260  -2.126
C  -0.329  -2.108  0.823
H  0.476  -2.098  1.549
N  0.622  -0.518  -0.773
H  -1.372  4.301  4.079
H  0.259  0.291  -3.760
H  1.520  -1.046  -2.649
H  -1.100  -1.361  0.990
H  1.594  0.642  -2.175
H  1.252  -2.425  -0.686
C  0.278  -1.949  -0.595
H  -0.475  -2.380  -1.260
H  -0.162  0.099  -0.568

Relative energy (zero: lowest compared OMol25 entry of this formula, charge and spin): 20.3 kcal per mole
Frontier orbital gap: 10.4 eV
Total energy: -326.09916 Eh
Net charge: 0
HOMO level: -9.308 eV

Want to see where the charge sits? The Mulliken charges in e are: O -0.64; O -0.54; H 0.32; H 0.33; C -0.40; C -1.08; H 0.29; N -0.40; H 0.32; H 0.30; H 0.33; H 0.33; H 0.36; H 0.33; C -0.38; H 0.30; H 0.25

---

Entry 2:
ORCA calculation (ωB97M-V with the def2-TZVPD basis set) on a molecular structure, C4H8O2.

CARTESIAN COORDINATES (ANGSTROEM)
O  -0.635  1.615  -0.367
H  2.276  0.676  0.183
C  1.653  -0.169  -0.126
H  -1.576  -1.299  0.808
H  -1.415  0.143  -1.598
H  0.590  -0.584  1.772
H  -1.297  1.051  -1.336
H  -1.295  0.993  1.467
C  0.419  -0.267  0.742
H  1.367  -0.022  -1.170
C  -0.792  -0.917  0.145
O  -0.967  -0.985  -1.119
C  -0.571  0.852  0.656
H  2.243  -1.087  -0.056

Relative energy (zero: lowest compared OMol25 entry of this formula, charge and spin): 108.7 kcal per mole
Frontier orbital gap: 9.4 eV
Total energy: -307.53917 Eh
Net charge: 0
HOMO level: -9.282 eV

Want to see where the charge sits? The Mulliken charges in e are: O -0.45; H 0.33; C -1.27; H 0.39; H 0.12; H 0.36; H 0.12; H 0.39; C 0.50; H 0.26; C -0.34; O -0.45; C -0.32; H 0.36

---

Entry 3:
ORCA calculation (ωB97M-V with the def2-TZVPD basis set) on a gas-phase ion, C4H13N2 (charge +1).

CARTESIAN COORDINATES (ANGSTROEM)
C  -0.037  0.725  -0.459
H  -0.061  -0.559  1.277
H  -1.404  0.437  -1.937
C  0.594  -0.403  0.416
H  -0.072  1.606  0.195
H  1.377  -2.385  0.368
C  0.915  -1.682  -0.305
N  -1.306  0.311  -0.944
H  -3.355  0.610  -0.791
H  1.624  0.633  1.924
H  -2.557  0.214  0.737
N  1.864  0.181  1.041
H  0.687  0.908  -1.262
H  2.281  0.932  0.482
H  1.708  -1.499  -1.045
C  -2.468  0.752  -0.185
H  0.065  -2.098  -0.825
H  2.576  -0.511  1.287
H  -2.429  1.829  0.026

Relative energy (zero: lowest compared OMol25 entry of this formula, charge and spin): 28.1 kcal per mole
Frontier orbital gap: 9.1 eV
Total energy: -269.45597 Eh
Net charge: +1
HOMO level: -12.740 eV

Want to see where the charge sits? The Mulliken charges in e are: C -0.93; H 0.22; H 0.27; C 0.33; H 0.38; H 0.42; C -1.46; N -0.23; H 0.35; H 0.37; H 0.26; N -0.31; H 0.46; H 0.36; H 0.38; C -0.93; H 0.40; H 0.34; H 0.34

---

Entry 4:
ORCA calculation (ωB97M-V with the def2-TZVPD basis set) on a molecular structure, C33H36F3GeNO6SbSeZn.

CARTESIAN COORDINATES (ANGSTROEM)
C  -5.533  0.363  0.827
Se  -3.100  0.559  -1.894
F  0.055  -5.825  -4.707
C  -0.162  -4.162  3.815
C  1.138  3.656  1.038
H  -6.500  0.335  1.330
C  1.126  -3.034  -2.669
H  2.022  -6.713  3.365
H  -0.322  -2.439  2.559
H  -4.734  0.201  1.549
C  -0.643  2.122  1.349
H  -2.922  -2.471  -1.645
H  2.686  -5.273  1.456
H  -3.544  -1.952  0.773
C  0.015  3.262  1.762
O  2.086  1.235  -2.335
C  1.186  -3.628  -1.408
O  -2.340  0.493  1.465
H  -4.478  3.357  1.991
C  4.316  -4.033  -0.762
Sb  1.751  -2.410  0.257
H  -1.357  -4.060  0.436
H  -3.772  2.953  -1.850
C  5.632  -4.486  -0.724
H  -2.659  -2.717  2.086
C  0.858  -4.974  -1.287
O  0.312  -0.042  -1.782
C  1.522  -5.773  3.173
C  -3.616  2.231  -1.047
H  -5.509  -0.437  0.086
H  -6.692  1.596  -2.114
C  5.963  -3.286  1.344
H  -1.266  2.006  -2.823
C  1.130  0.915  -1.632
C  0.431  -5.101  -3.622
C  -1.939  1.282  -3.273
H  -1.348  0.464  -3.674
H  1.334  -1.976  -2.778
H  2.411  3.204  -0.671
H  -0.344  3.824  2.612
C  1.876  -4.958  2.105
H  -3.029  -4.215  -1.359
H  6.037  -5.126  -1.498
C  -1.853  -3.131  0.114
O  -2.427  2.222  2.904
H  -2.797  2.575  -0.419
F  7.710  -4.544  0.385
C  -2.361  -3.350  -1.308
H  0.695  -3.320  -4.770
C  4.649  -2.843  1.277
C  3.796  -3.210  0.235
N  -0.223  1.427  0.298
C  0.506  -5.354  4.006
O  -0.893  -2.107  0.161
C  -5.281  3.543  1.276
O  1.794  4.771  1.450
H  -6.659  3.340  -1.811
C  1.219  -3.753  1.860
C  1.553  2.926  -0.071
H  4.284  -2.197  2.070
C  -1.928  1.576  1.985
C  0.830  1.801  -0.414
H  6.623  -3.007  2.156
H  -1.529  -3.510  -1.992
H  3.687  -4.339  -1.590
H  -5.115  4.504  0.786
C  6.426  -4.104  0.334
H  -6.228  3.590  1.817
C  0.472  -5.724  -2.392
H  -3.729  -3.692  1.061
H  -0.950  -3.870  4.496
C  0.752  -3.770  -3.787
H  0.886  -5.457  -0.317
C  0.205  -3.369  2.736
F  0.155  -6.141  5.054
H  2.550  4.920  0.873
H  -7.712  2.293  -0.851
C  -3.016  -2.863  1.067
Ge  -5.302  2.094  -0.027
Zn  -1.220  -0.284  -0.196
C  -6.738  2.361  -1.338
H  -2.551  1.742  -4.046
H  0.203  -6.769  -2.308

Relative energy (zero: lowest compared OMol25 entry of this formula, charge and spin): 0.0 kcal per mole
Frontier orbital gap: 8.0 eV
Total energy: -8583.02403 Eh
Net charge: -1
HOMO level: -5.734 eV

Want to see where the charge sits? The Mulliken charges in e are: C -1.07; Se 0.05; F -0.39; C -0.71; C 1.02; H 0.45; C -1.04; H 0.43; H 0.41; H 0.25; C 0.26; H 0.08; H 0.43; H 0.06; C -0.65; O -0.80; C 0.53; O -0.60; H 0.33; C 0.11; Sb 0.63; H 0.18; H 0.62; C -0.75; H 0.23; C -0.10; O -0.77; C -0.73; C -0.95; H 0.33; H 0.34; C -0.64; H 0.26; C 0.00; C 0.35; C -1.05; H 0.22; H 0.43; H 0.49; H 0.59; C -0.35; H 0.45; H 0.44; C 1.09; O -0.81; H 0.17; F -0.35; C -1.24; H 0.42; C -0.38; C -0.37; N 0.51; C 0.38; O 0.56; C -1.12; O -0.56; H 0.36; C -0.17; C -0.57; H 0.30; C -0.14; C -0.10; H 0.42; H 0.12; H 0.35; H 0.34; C 0.37; H 0.37; C -0.63; H 0.49; H 0.46; C -0.68; H 0.31; C -0.39; F -0.37; H 0.30; H 0.39; C -1.54; Ge 0.46; Zn 1.29; C -1.29; H 0.46; H 0.40

---

Entry 5:
ORCA calculation (ωB97M-V with the def2-TZVPD basis set) on C7H9PS3 in the gas phase.

CARTESIAN COORDINATES (ANGSTROEM)
C  -1.840  -0.927  2.962
S  0.107  0.552  -1.707
S  0.424  2.339  -4.492
H  0.897  3.607  -4.643
H  -0.123  -0.773  4.209
H  1.339  -1.285  -0.417
H  -3.444  -1.022  1.485
C  -2.365  -0.857  1.663
C  0.935  -0.142  -0.207
C  -0.503  -0.709  3.202
H  -1.779  -0.794  -0.468
H  -2.564  -1.005  3.858
C  -1.495  -0.626  0.586
C  -0.130  -0.393  0.855
C  0.364  -0.398  2.141
H  3.129  0.678  -4.856
H  1.729  0.437  0.212
P  1.563  1.577  -2.901
S  2.444  -0.044  -3.930
H  1.314  -0.216  2.448

Relative energy (zero: lowest compared OMol25 entry of this formula, charge and spin): 0.0 kcal per mole
Frontier orbital gap: 9.0 eV
Total energy: -1808.04528 Eh
Net charge: 0
HOMO level: -8.509 eV

Want to see where the charge sits? The Mulliken charges in e are: C -0.38; S -0.11; S -0.24; H 0.16; H 0.37; H 0.28; H 0.33; C -0.51; C -0.50; C -0.42; H 0.30; H 0.24; C -0.48; C 0.76; C -0.70; H 0.16; H 0.45; P 0.14; S -0.24; H 0.41

---

Entry 6:
ORCA calculation (ωB97M-V with the def2-TZVPD basis set) on a molecular structure, C3H10N4O2OsSSe2Te2.

CARTESIAN COORDINATES (ANGSTROEM)
H  2.000  0.210  -1.529
C  0.919  -2.615  0.264
Te  -1.864  3.155  4.889
H  -0.268  3.443  -3.441
C  -0.273  2.181  -1.812
H  1.604  -3.000  1.016
H  -1.105  -2.957  0.281
S  -1.207  1.978  -0.381
Se  -0.304  -0.197  3.684
H  1.085  -0.416  -2.755
N  1.066  0.171  -1.927
Te  -0.950  0.850  5.768
O  -0.865  -1.121  0.770
Se  -1.421  2.883  2.440
H  -0.322  -3.959  -0.808
H  -0.250  -4.295  0.803
N  0.711  1.452  -2.342
H  1.216  1.850  -3.122
Os  -0.591  0.876  1.702
N  -0.613  3.264  -2.511
C  0.383  -1.260  0.686
O  1.136  -0.319  1.006
H  1.445  -2.552  -0.684
H  -1.270  3.916  -2.115
N  -0.261  -3.537  0.119

Frontier orbital gap (alpha / beta): 5.4 / 5.4 eV
Total energy: -6317.04000 Eh
Net charge: +2
HOMO level (alpha / beta): -13.552 / -13.546 eV

Want to see where the charge sits? The Mulliken charges in e are: H 0.27; C -0.70; Te 0.15; H 0.21; C 0.78; H 0.32; H 0.33; S -0.51; Se 0.00; H 0.27; N -0.41; Te 0.24; O -0.90; Se 0.09; H 0.37; H 0.36; N -0.33; H 0.24; Os 0.83; N -0.41; C 1.25; O -0.70; H 0.30; H 0.20; N -0.23